The following is a quantum chemistry calculation of a structure of composition C57H155CdF6N7O17P at a distorted geometry, from the OMol25 dataset.

Net charge ... +1
Gap between HOMO and LUMO ... 9.12 eV
Total energy ... -137015.3100 eV

XYZ file:
```
244
C57H155CdF6N7O17P ωB97M-V/def2-TZVPD
Cd 18.131 16.942 16.206
P 15.793 19.731 15.770
F 16.963 19.490 16.831
F 14.656 19.476 16.898
F 15.766 21.286 16.045
F 14.736 19.827 14.612
F 17.004 20.088 14.686
F 15.834 18.078 15.520
C 24.816 22.972 17.837
C 23.809 22.663 18.891
O 22.638 22.102 18.266
H 24.430 23.689 17.190
H 25.008 22.041 17.319
H 25.670 23.326 18.293
H 23.531 23.583 19.475
H 24.249 22.017 19.595
H 22.010 21.677 18.933
C 14.024 20.487 10.789
C 14.716 21.711 11.422
C 13.833 22.462 12.372
O 15.867 21.195 12.179
H 13.189 20.830 10.144
H 13.569 19.877 11.530
H 14.821 19.939 10.333
H 15.049 22.455 10.762
H 13.271 21.811 13.002
H 13.128 22.973 11.721
H 14.396 23.165 12.937
H 15.508 20.836 12.995
C 18.069 22.259 9.148
C 18.969 22.019 10.366
C 18.692 23.188 11.319
O 18.668 20.791 11.014
H 18.368 21.606 8.297
H 18.280 23.156 8.656
H 17.019 22.046 9.343
H 20.014 21.969 10.142
H 17.610 23.339 11.368
H 19.070 24.167 11.010
H 18.989 23.026 12.354
H 17.733 20.790 11.283
C 22.543 18.877 21.295
C 21.532 20.034 21.263
C 21.982 21.268 21.943
O 21.304 20.221 19.856
H 22.146 17.957 20.825
H 22.774 18.461 22.241
H 23.479 19.185 20.841
H 20.519 19.827 21.669
H 22.737 21.016 22.750
H 21.234 21.803 22.417
H 22.485 21.872 21.177
H 20.590 20.934 19.793
C 20.603 16.774 9.960
C 20.510 17.275 11.404
C 21.511 18.434 11.581
O 19.213 17.716 11.705
H 20.149 17.428 9.252
H 20.187 15.816 10.045
H 21.699 16.534 9.807
H 20.738 16.512 12.098
H 21.336 18.915 12.513
H 21.302 19.151 10.781
H 22.507 18.066 11.627
H 19.193 18.585 11.253
C 17.323 16.064 22.877
C 16.107 16.960 22.365
C 15.924 18.249 23.084
O 16.362 17.179 20.929
H 17.111 15.682 23.848
H 18.275 16.624 22.821
H 17.477 15.236 22.176
H 15.219 16.355 22.466
H 16.795 18.941 22.786
H 16.032 18.207 24.239
H 14.954 18.700 22.846
H 15.793 17.922 20.641
C 9.993 13.170 13.799
C 11.183 14.138 13.882
C 10.872 15.600 13.618
O 11.848 13.948 15.117
H 9.228 13.384 14.562
H 10.296 12.115 13.866
H 9.515 13.286 12.847
H 11.966 13.806 13.180
H 10.909 15.759 12.512
H 11.728 16.128 14.002
H 9.929 16.004 14.065
H 11.180 14.120 15.838
C 20.875 23.543 14.509
C 19.933 23.600 15.703
C 18.446 23.707 15.432
O 20.032 22.446 16.612
H 20.819 24.531 13.975
H 20.580 22.755 13.819
H 21.842 23.361 14.958
H 20.121 24.468 16.294
H 17.883 23.885 16.327
H 18.120 22.777 14.940
H 18.260 24.610 14.793
H 20.863 22.501 17.103
C 12.342 11.366 17.790
C 12.884 10.264 18.679
C 14.200 9.681 18.195
O 13.069 10.881 19.950
H 11.349 11.695 18.105
H 12.225 10.959 16.803
H 13.045 12.227 17.835
H 12.137 9.402 18.695
H 14.980 10.443 18.144
H 14.116 9.263 17.209
H 14.505 8.956 18.997
H 13.412 10.129 20.486
C 8.821 18.016 11.782
C 10.182 18.542 11.404
C 10.231 19.985 11.132
O 11.096 18.339 12.575
H 8.689 16.988 11.824
H 8.092 18.378 11.024
H 8.528 18.531 12.694
H 10.578 17.893 10.607
H 11.200 20.302 10.775
H 10.080 20.473 12.046
H 9.489 20.309 10.396
H 11.116 19.139 13.086
C 20.358 14.137 13.315
C 19.394 15.229 14.015
C 17.986 15.162 13.604
O 17.423 16.354 14.103
C 16.388 16.853 13.172
N 19.493 15.243 15.481
H 20.110 13.199 13.820
H 21.409 14.360 13.617
H 20.099 14.211 12.232
H 19.765 16.205 13.641
H 17.373 14.318 14.022
H 17.951 15.098 12.572
H 16.701 16.680 12.152
H 16.390 17.832 13.392
H 15.401 16.431 13.402
H 19.296 14.327 15.876
H 20.458 15.466 15.776
C 12.404 14.747 19.469
C 12.396 15.959 18.537
C 11.042 16.561 18.246
O 10.247 15.648 17.499
C 8.935 15.579 17.965
N 13.465 16.864 19.017
H 13.399 14.297 19.469
H 11.563 14.125 19.170
H 12.133 15.167 20.456
H 12.650 15.567 17.535
H 11.007 17.549 17.783
H 10.573 16.776 19.176
H 8.543 16.585 17.956
H 8.944 15.234 18.991
H 8.417 14.863 17.309
H 13.284 17.782 18.653
H 13.377 17.056 20.064
C 20.913 25.668 19.976
C 20.885 26.199 18.517
C 20.875 27.756 18.368
O 19.956 28.405 19.240
C 19.443 29.608 18.746
N 21.949 25.560 17.711
H 21.718 25.800 20.605
H 20.938 24.609 19.813
H 20.008 25.934 20.446
H 19.918 25.793 18.107
H 20.713 27.991 17.356
H 21.808 28.201 18.695
H 20.279 30.270 18.705
H 18.681 29.928 19.457
H 18.943 29.555 17.786
H 22.860 26.068 17.921
H 22.017 24.557 17.877
C 8.587 19.697 16.897
C 9.955 20.272 16.653
C 9.848 21.788 16.437
O 11.072 22.184 15.827
C 11.194 23.668 15.664
N 10.832 20.032 17.828
H 8.720 18.731 17.336
H 7.980 19.567 15.971
H 7.963 20.192 17.612
H 10.419 19.779 15.804
H 9.831 22.387 17.337
H 9.011 22.041 15.821
H 10.679 24.110 16.557
H 10.622 23.849 14.746
H 12.195 23.980 15.708
H 11.763 20.284 17.471
H 10.657 20.591 18.656
C 15.769 14.192 17.040
C 16.063 15.183 18.140
C 17.142 14.673 19.059
O 18.324 14.439 18.296
C 19.500 14.330 19.083
N 16.432 16.541 17.606
H 16.635 14.124 16.385
H 14.804 14.471 16.509
H 15.568 13.175 17.447
H 15.135 15.267 18.719
H 16.819 13.702 19.454
H 17.387 15.384 19.867
H 20.332 14.016 18.457
H 19.400 13.542 19.836
H 19.824 15.175 19.650
H 16.541 17.154 18.405
H 15.663 16.940 17.032
C 17.954 23.126 20.977
C 18.100 21.846 20.234
C 16.899 21.409 19.405
O 16.025 20.655 20.308
C 14.767 21.214 20.434
N 19.326 21.939 19.387
H 18.837 23.418 21.527
H 17.150 23.101 21.646
H 17.636 23.997 20.332
H 18.284 20.984 20.889
H 17.075 20.799 18.532
H 16.378 22.319 19.141
H 14.676 22.268 20.454
H 14.512 20.800 21.410
H 13.961 20.884 19.709
H 19.723 22.862 19.474
H 19.039 21.899 18.392
C 21.633 19.733 15.157
C 20.709 18.559 15.691
C 20.553 18.792 17.216
O 19.848 17.669 17.771
C 19.352 17.973 19.086
N 19.382 18.508 15.135
H 22.222 20.211 15.978
H 20.943 20.486 14.610
H 22.283 19.383 14.344
H 21.082 17.546 15.567
H 20.017 19.691 17.433
H 21.551 18.918 17.643
H 18.951 18.930 19.028
H 20.158 18.040 19.819
H 18.698 17.165 19.495
H 19.404 18.319 14.125
H 18.912 19.437 15.219
```